A single C6H8N2O molecule in a non-equilibrium geometry. Source: OMol25; level of theory: ωB97M-V with the def2-TZVPD basis set.

```
! wB97M-V def2-TZVPD RIJCOSX def2/J DEFGRID3
* xyz 0 1
C -1.901 -2.567 0.011
N -2.066 -1.131 0.155
C -3.273 -0.510 0.237
C -3.076 0.856 0.350
C -1.682 1.071 0.283
C -1.073 -0.177 0.181
C 0.355 -0.473 0.166
N 1.119 -0.839 1.107
H -1.416 -2.993 0.896
H -2.893 -3.013 -0.115
H -1.285 -2.793 -0.867
H -4.192 -1.090 0.209
H -3.853 1.606 0.470
H -1.172 2.030 0.362
O 1.031 -0.472 -1.098
H 0.378 -0.457 -1.807
H 2.060 -1.022 0.608
*
```

Output
energy above the lowest of the compared OMol25 structures with the same formula, charge and spin: 16.8 kcal/mol
lowest unoccupied orbital energy: 0.0265 Ha
orbital gap: 9.365 eV
SMILES string: [H]/N=C(\O)c1cccn1C